2 unconnected molecules or ions with the total composition C4H8O3, computed with ωB97M-V/def2-TZVPD.

## Properties
E_LUMO (spin up / spin down) in eV: -0.86 / -1.03
HOMO level (spin up / spin down) in eV: -9.80 / -9.23
Multiplicity: 1
ΔE to the lowest compared entry with this formula, charge and spin in kJ/mol: 536.7
Total energy in eV: -10415.4405
M in g mol⁻¹: 104.1

Geometry (Å):
C -2.350 0.692 -0.683
O -1.254 0.077 -0.036
C -0.339 -0.993 1.476
C 0.672 -0.842 0.424
O 0.473 -1.252 -0.693
O 1.708 -0.050 0.759
C 2.382 0.460 -0.397
H -2.888 0.000 -1.361
H -1.921 1.485 -1.334
H -3.090 1.181 -0.043
H -0.051 -0.674 2.491
H -0.974 -1.865 1.431
H 2.683 -0.350 -1.065
H 1.702 1.124 -0.939
H 3.249 1.009 -0.032

natural (NBO) atomic charge list, values in e, 4 entries: atom 1 (C): -0.270, atom 2 (O): -0.527, atom 3 (C): -0.147, atom 4 (C): 0.700

C4H8O3 in the gas phase, computed with ωB97M-V/def2-TZVPD.

## Properties
E_LUMO in eV: 0.39
HOMO level in eV: -10.54
Multiplicity: 1
ΔE to the lowest compared entry with this formula, charge and spin in kJ/mol: 206.6
SMILES: C[C@H](O)CC(=O)O
Total energy in eV: -10418.8622
M in g mol⁻¹: 104.1

Geometry (Å):
C -0.187 0.237 1.567
C 0.272 0.680 0.168
O 0.595 2.021 0.146
C -0.616 0.170 -0.955
C -0.495 -1.308 -1.261
O -1.221 -2.155 -1.768
O 0.915 -1.591 -1.281
H -1.130 0.772 1.828
H -0.545 -0.851 1.582
H 0.557 0.537 2.315
H 1.203 0.228 -0.002
H 1.475 2.102 0.586
H -0.460 0.749 -1.870
H -1.779 0.195 -0.617
H 1.417 -1.786 -0.438

natural (NBO) atomic charge list, values in e, 4 entries: atom 1 (C): -0.643, atom 2 (C): 0.091, atom 3 (O): -0.705, atom 4 (C): -0.532

3 unconnected molecules or ions with the total composition C4H8O3, computed with ωB97M-V/def2-TZVPD.

## Properties
E_LUMO in eV: 0.83
HOMO level in eV: -8.47
Multiplicity: 1
ΔE to the lowest compared entry with this formula, charge and spin in kJ/mol: 321.8
Total energy in eV: -10417.6688
M in g mol⁻¹: 104.1

Geometry (Å):
C -0.037 0.143 -1.696
C -0.390 -0.633 -0.467
O -1.675 -1.086 -0.456
C 0.490 -0.910 0.502
O 1.827 -0.662 0.284
C 0.350 1.133 2.206
O 1.392 1.533 1.969
H -0.937 0.438 -2.242
H 0.545 1.036 -1.449
H 0.581 -0.484 -2.344
H -1.487 1.216 0.217
H -1.775 -1.706 0.280
H 0.204 -1.479 1.389
H 2.172 -0.053 0.951
H -1.258 1.514 0.856

natural (NBO) atomic charge list, values in e, 4 entries: atom 1 (C): -0.675, atom 2 (C): 0.299, atom 3 (O): -0.674, atom 4 (C): -0.042

2 unconnected molecules or ions with the total composition C4H8O3, computed with ωB97M-V/def2-TZVPD.

## Properties
E_LUMO in eV: 0.66
HOMO level in eV: -10.13
Multiplicity: 1
ΔE to the lowest compared entry with this formula, charge and spin in kJ/mol: 203.4
SMILES: C=C[C@@H](O)C=O.O
Total energy in eV: -10418.8957
M in g mol⁻¹: 104.1

Geometry (Å):
C -1.192 1.434 -0.942
C -0.924 0.348 -0.226
C 0.028 0.274 0.944
O 0.182 -1.058 1.375
C 1.400 0.845 0.610
O 2.406 0.259 0.933
H -1.892 1.390 -1.771
H -0.737 2.402 -0.745
H -1.411 -0.594 -0.457
H -0.366 0.893 1.771
H 1.131 -1.154 1.583
H 1.430 1.819 0.089
O 0.317 -2.343 -1.242
H -0.579 -2.413 -1.588
H 0.201 -2.147 -0.298

natural (NBO) atomic charge list, values in e, 4 entries: atom 1 (C): -0.395, atom 2 (C): -0.182, atom 3 (C): -0.056, atom 4 (O): -0.721

2 unconnected molecules or ions with the total composition C4H8O3, computed with ωB97M-V/def2-TZVPD.

## Properties
E_LUMO (spin up / spin down) in eV: 0.81 / -0.78
HOMO level (spin up / spin down) in eV: -10.47 / -6.27
Multiplicity: 1
ΔE to the lowest compared entry with this formula, charge and spin in kJ/mol: 677.6
Total energy in eV: -10413.9811
M in g mol⁻¹: 104.1

Geometry (Å):
H -0.560 -1.212 0.062
C -0.386 -0.149 0.147
C -0.013 0.576 1.391
C -0.375 2.039 1.096
C -0.561 2.061 -0.426
O -0.611 0.709 -0.903
H -0.528 0.187 2.277
H 1.065 0.472 1.570
H -1.309 2.313 1.600
H 0.388 2.747 1.441
H -1.488 2.565 -0.733
H 0.272 2.566 -0.933
H -2.167 -4.821 -0.978
O -1.576 -4.046 -0.942
O -1.545 -3.724 0.326

natural (NBO) atomic charge list, values in e, 4 entries: atom 1 (H): 0.192, atom 2 (C): 0.072, atom 3 (C): -0.486, atom 4 (C): -0.432

C4H8O3 in the gas phase, computed with ωB97M-V/def2-TZVPD.

## Properties
E_LUMO in eV: 0.85
HOMO level in eV: -10.25
Multiplicity: 1
ΔE to the lowest compared entry with this formula, charge and spin in kJ/mol: 99.4
SMILES: C[C@@H](O)COC=O
Total energy in eV: -10419.9728
M in g mol⁻¹: 104.1

Geometry (Å):
C 0.433 -1.078 1.742
C -0.198 -0.642 0.408
O -1.424 0.005 0.680
C 0.766 0.232 -0.386
O 0.373 0.354 -1.773
C -0.554 1.254 -2.079
O -1.137 1.974 -1.303
H 1.377 -0.565 1.960
H 0.622 -2.155 1.768
H -0.274 -0.832 2.536
H -0.392 -1.532 -0.211
H -1.480 0.826 0.168
H 1.755 -0.228 -0.432
H 0.848 1.230 0.059
H -0.726 1.255 -3.163

natural (NBO) atomic charge list, values in e, 4 entries: atom 1 (C): -0.635, atom 2 (C): 0.069, atom 3 (O): -0.736, atom 4 (C): -0.110

C4H8O3 in the gas phase, computed with ωB97M-V/def2-TZVPD.

## Properties
E_LUMO in eV: 0.68
HOMO level in eV: -10.02
Multiplicity: 1
ΔE to the lowest compared entry with this formula, charge and spin in kJ/mol: 547.2
SMILES: OCC1(O)COC1
Total energy in eV: -10415.3323
M in g mol⁻¹: 104.1

Geometry (Å):
O -1.824 0.626 1.458
C -0.470 0.711 1.183
C 0.062 -0.076 0.045
O 0.432 -1.608 0.382
C -0.515 -0.236 -1.340
O 0.508 0.652 -1.785
C 1.347 0.361 -0.640
H -1.800 -0.229 1.956
H 0.109 0.634 2.267
H -0.194 1.930 1.078
H 0.600 -2.363 -0.339
H -0.574 -1.365 -1.666
H -1.560 0.345 -1.503
H 1.988 -0.454 -0.839
H 1.891 1.070 -0.258

natural (NBO) atomic charge list, values in e, 4 entries: atom 1 (O): -0.695, atom 2 (C): -0.104, atom 3 (C): 0.201, atom 4 (O): -0.846

C4H8O3 in the gas phase, computed with ωB97M-V/def2-TZVPD.

## Properties
E_LUMO in eV: 0.84
HOMO level in eV: -10.32
Multiplicity: 1
ΔE to the lowest compared entry with this formula, charge and spin in kJ/mol: 99.5
SMILES: COC(=O)[C@@H](C)O
Total energy in eV: -10419.9724
M in g mol⁻¹: 104.1

Geometry (Å):
C -1.128 1.101 -2.049
O -0.567 0.075 -1.225
C -0.460 0.382 0.079
O -0.771 1.445 0.553
C 0.187 -0.769 0.848
C 1.665 -0.435 0.968
O -0.369 -0.858 2.136
H -2.144 1.338 -1.723
H -1.137 0.693 -3.060
H -0.521 2.010 -2.006
H 0.028 -1.697 0.279
H 2.191 -0.551 0.015
H 2.100 -1.099 1.747
H 1.767 0.595 1.325
H 0.378 -1.086 2.716

natural (NBO) atomic charge list, values in e, 4 entries: atom 1 (C): -0.264, atom 2 (O): -0.509, atom 3 (C): 0.771, atom 4 (O): -0.580

C4H8O3 in the gas phase, computed with ωB97M-V/def2-TZVPD.

## Properties
E_LUMO in eV: 0.61
HOMO level in eV: -10.15
Multiplicity: 1
ΔE to the lowest compared entry with this formula, charge and spin in kJ/mol: 127.2
SMILES: O=C(CO)CCO
Total energy in eV: -10419.6849
M in g mol⁻¹: 104.1

Geometry (Å):
O 1.555 1.230 0.634
C 0.499 0.629 0.572
C -0.788 1.418 0.488
O -0.558 2.788 0.613
C 0.450 -0.882 0.580
C 0.354 -1.500 -0.807
O -0.876 -1.112 -1.388
H -1.254 1.166 -0.475
H -1.472 1.057 1.269
H 0.408 2.870 0.694
H 1.367 -1.237 1.059
H -0.408 -1.230 1.165
H 1.208 -1.177 -1.421
H 0.406 -2.591 -0.684
H -0.892 -1.429 -2.298

natural (NBO) atomic charge list, values in e, 4 entries: atom 1 (O): -0.563, atom 2 (C): 0.579, atom 3 (C): -0.174, atom 4 (O): -0.711

A molecular structure, C4H8O3Pb, computed with ωB97M-V/def2-TZVPD.

## Properties
E_LUMO (spin up / spin down) in eV: -0.35 / -0.27
HOMO level (spin up / spin down) in eV: -5.47 / -6.00
Multiplicity: 1
ΔE to the lowest compared entry with this formula, charge and spin in kJ/mol: 567.4
Total energy in eV: -15658.2410
M in g mol⁻¹: 311.3

Geometry (Å):
C 0.033 1.589 -1.444
H 1.068 1.939 -1.551
H -0.543 2.517 -1.323
H -0.641 1.306 -2.272
O -0.384 1.854 0.804
C -1.640 1.344 1.325
H -1.754 1.667 2.379
H -2.499 1.632 0.683
O 0.978 -2.003 0.643
C 1.502 -2.064 -0.460
C 1.211 -1.042 -1.509
O 0.189 -0.215 -1.074
Pb -0.515 -0.477 0.897
H 2.321 -2.779 -0.650
H 0.918 -1.585 -2.431
H 2.160 -0.515 -1.735

natural (NBO) atomic charge list, values in e, 4 entries: atom 1 (C): -0.344, atom 2 (H): 0.191, atom 3 (H): 0.193, atom 4 (H): 0.173

C4H8O3S in the gas phase, computed with ωB97M-V/def2-TZVPD.

## Properties
E_LUMO in eV: 0.54
HOMO level in eV: -9.80
Multiplicity: 1
ΔE to the lowest compared entry with this formula, charge and spin in kJ/mol: 337.5
SMILES: C=CS(=O)(=O)[C@@H](C)O
Total energy in eV: -21252.2203
M in g mol⁻¹: 136.2

Geometry (Å):
C 2.559 0.554 -1.055
C 2.018 0.442 0.149
S 0.363 -0.862 0.712
O 0.173 -0.799 2.149
O 0.289 -2.165 0.107
C -0.922 0.328 -0.023
C -2.162 -0.545 -0.298
O -1.061 1.313 0.939
H 3.108 1.472 -1.366
H 2.338 -0.131 -1.874
H 2.135 1.183 0.920
H -0.367 0.766 -0.837
H -2.925 -0.337 0.403
H -1.796 -1.625 -0.273
H -2.471 -0.479 -1.401
H -1.279 0.885 1.747

natural (NBO) atomic charge list, values in e, 4 entries: atom 1 (C): -0.426, atom 2 (C): -0.324, atom 3 (S): 1.982, atom 4 (O): -0.942

2 unconnected molecules or ions with the total composition C4H8O4, computed with ωB97M-V/def2-TZVPD.

## Properties
E_LUMO in eV: 0.81
HOMO level in eV: -10.41
Multiplicity: 1
ΔE to the lowest compared entry with this formula, charge and spin in kJ/mol: 106.1
SMILES: CC(=O)O.CC(=O)O
Total energy in eV: -12468.0593
M in g mol⁻¹: 120.1

Geometry (Å):
C -3.575 -0.212 0.145
C -2.042 0.041 -0.074
O -1.339 -0.989 -0.246
O -1.627 1.254 -0.211
H -3.785 -1.296 0.393
H -3.930 0.560 0.881
H -4.117 0.059 -0.685
H -0.681 1.279 -0.235
C 3.578 0.094 0.036
C 2.096 0.018 -0.085
O 1.421 1.079 -0.111
O 1.590 -1.194 -0.114
H 3.856 1.096 -0.113
H 3.848 -0.010 1.265
H 4.151 -0.673 -0.612
H 0.556 -1.107 -0.234

natural (NBO) atomic charge list, values in e, 4 entries: atom 1 (C): -0.712, atom 2 (C): 0.820, atom 3 (O): -0.676, atom 4 (O): -0.653